Entry from the OMol25 dataset: the molecule C7H13NO at a distorted geometry (ωB97M-V/def2-TZVPD).

Element x y z (Å)
C -0.0709 1.5683 -1.0792
C -0.3808 0.2233 -0.3826
C -1.0177 -0.8121 -1.3199
C -1.3240 0.5776 0.7588
C 0.9579 -0.1958 0.3697
C 0.7632 -1.4729 1.2300
O 2.0779 -0.3938 -0.5649
C 1.3153 0.8950 1.2718
N 1.5162 1.8965 1.7943
H 0.0579 2.4673 -0.4523
H -0.6421 1.8644 -1.9716
H 0.9206 1.3979 -1.5225
H -0.9332 -1.8518 -0.7640
H -2.0779 -0.4433 -1.4948
H -0.4583 -0.8924 -2.2992
H -1.7347 -0.3950 1.0774
H -2.2529 1.1212 0.2795
H -0.8945 1.0303 1.6530
H 0.6041 -2.2873 0.3765
H 1.6517 -1.6991 1.8107
H -0.1969 -1.2579 1.8420
H 2.1189 -1.3403 -0.6129

For the LUMO energy, the calculation gives 0.61 eV. The total energy comes out at -404.4554 Ha. As for the orbital gap: 11.412 eV. As for the multiplicity: 1. As for the SMILES: CC(C)(C)[C@@](C)(O)C#N. The energy above the lowest of the compared OMol25 structures with the same formula, charge and spin comes out at 45.2 kcal per mole.

Mulliken population analysis, charges in e, atoms 1 to 5:
1. C -1.7062
2. C 1.6244
3. C -1.4826
4. C -1.7447
5. C 0.7842